A structure of composition C5H8CuLiO3. Source: OMol25; level of theory: the ωB97M-V functional and the def2-TZVPD basis.

```
18
Properties=species:S:1:pos:R:3:forces:R:3:lowdin_charge:R:1
Cu 1.2101 -3.6006 2.6416 0.25 -0.15 0.05 0.81
O -0.9948 -0.4073 1.7450 -0.92 0.40 -0.69 -0.06
O 0.6836 -1.8488 1.9483 -1.18 -0.80 -1.26 -0.03
O -0.9389 -1.9814 3.3559 -0.64 -0.56 -0.18 0.04
C 1.0488 0.3794 0.1469 1.27 -2.30 5.19 0.12
C -1.9872 -2.0044 5.4938 0.07 -0.16 0.15 -0.03
C -1.6969 -1.1613 4.2809 -0.85 0.21 -0.01 -0.19
C -0.4989 -1.4880 2.2370 3.03 1.66 2.00 -0.62
C -0.1958 -0.1295 0.0348 -0.01 1.94 -3.33 -0.05
Li -1.6777 1.2357 2.5937 -0.08 -0.10 -0.13 0.87
H -2.6472 -1.4347 6.1599 0.17 -0.28 -0.07 0.11
H 1.3284 -0.4353 1.1250 1.99 1.66 -2.24 0.17
H -2.6164 -0.8392 3.7710 0.04 -0.17 0.17 0.13
H -0.1101 1.0192 -0.6316 -1.91 -2.11 0.37 0.24
H -0.2855 -1.1572 -0.3392 -1.02 0.39 0.03 0.14
H -1.0902 -0.2841 4.5506 0.14 -0.17 -0.08 0.14
H -2.4605 -2.9511 5.2065 -0.10 0.35 0.06 0.11
H -1.0572 -2.2530 6.0193 -0.23 0.20 -0.03 0.10
```
Forces are in eV/Å.

## Properties
Strongest force on any atom = 5.8 eV/Å
Highest occupied orbital energy (alpha / beta) = -16.3 / -18.2 eV
Charge = +2
⟨S²⟩ = 2.0115
LUMO energy (alpha / beta) = -8.08 / -10.54 eV
Gap between HOMO and LUMO (alpha / beta) = 8.259 / 7.690 eV
ΔE to the lowest compared entry with this formula, charge and spin = 5.043 eV
Multiplicity = 3